This record from OMol25 describes a cluster of 2 separate species, C3H12N2O2 in total at a distorted geometry. The level of theory is ωB97M-V/def2-TZVPD.

Last column: natural (NBO) charge in e.
Geometry (Å):
N -1.174893 -1.528257 0.147685  -0.90
C -1.106487 -0.249077 0.831475  -0.22
C 0.153400 0.600479 0.632312  -0.10
N 0.367455 1.456477 1.790261  -0.86
C 0.269240 1.356268 -0.685956  -0.08
O 1.207870 0.701282 -1.550950  -0.74
H -0.755555 -2.319766 0.593387  0.39
H -1.727838 -1.644311 -0.681120  0.39
H -1.941095 0.435390 0.510661  0.18
H -1.264317 -0.442017 1.915896  0.21
H 0.926599 -0.214268 0.671671  0.19
H -0.054123 2.369636 1.678829  0.35
H 1.309558 1.572591 2.141900  0.38
H 0.575718 2.390735 -0.657551  0.19
H -0.688355 1.315748 -1.219135  0.16
H 0.744619 0.038601 -2.113211  0.49
O 0.892486 -2.172432 -1.619265  -0.98
H 0.441019 -1.708126 -0.882793  0.48
H 1.824695 -1.958947 -1.504098  0.47

Force components x, y, z for each atom (eV/Å):
0.4 1.2 -0.2
-1.8 0.8 0.4
1.6 -1.0 1.2
-0.5 0.3 0.6
-0.4 -1.7 -1.6
-0.1 -0.3 -0.7
-0.3 -0.2 0.0
0.0 -0.2 0.2
0.2 -1.0 0.3
0.3 0.4 -0.6
0.0 1.1 -0.3
0.1 -0.1 0.0
-0.1 -0.2 -0.5
0.1 0.2 0.7
-0.2 0.3 0.3
0.5 0.6 0.7
0.2 0.1 0.1
0.0 -0.4 -0.4
0.0 0.0 -0.1

Computed properties:
LUMO energy: 0.98 eV
SMILES: NC[C@H](N)CO.O
Net charge: 0
Maximum force: 2.35 eV/Å
Gap between HOMO and LUMO: 9.9 eV
Energy relative to the best compared isomer or geometry (same formula, charge and spin): 155.8 kJ/mol
HOMO level: -8.9279 eV


This record from OMol25 describes a structure of composition C46H33AsBrN2O3PPdS2 at a distorted geometry. The level of theory is ωB97M-V/def2-TZVPD.

Last column: Mulliken charge in e.
Geometry (Å):
Pd -0.719953 0.517520 0.638334  1.03
S -0.512095 -0.058042 3.002899  -0.39
C 1.059770 0.494596 3.579070  0.26
C 1.183760 0.727735 4.956522  -0.49
C 2.382178 1.123869 5.521151  -0.72
C 3.500581 1.316604 4.719667  -0.71
C 3.397283 1.108189 3.354894  -0.54
C 2.197630 0.697275 2.773975  -0.25
As 2.032039 0.526179 0.850720  1.55
C 3.865905 0.906347 0.273295  -0.34
C 4.148001 2.229495 -0.062241  -0.57
C 5.417784 2.598720 -0.485538  -0.63
C 6.417411 1.640753 -0.591957  -0.47
C 6.141958 0.317888 -0.272413  -0.73
C 4.873257 -0.046689 0.160368  -0.12
C 2.110579 -1.408626 0.633512  0.49
C 1.925122 -1.919294 -0.648183  -0.27
C 2.031946 -3.282703 -0.890784  -0.66
C 2.325254 -4.149028 0.153938  -0.50
C 2.493179 -3.648011 1.438499  -1.15
C 2.379366 -2.284529 1.679743  -0.16
H 0.308377 0.584892 5.578942  0.48
H 2.441322 1.287871 6.590707  0.35
H 4.443023 1.627560 5.152995  0.42
H 4.268453 1.262207 2.730310  0.34
H 3.367710 2.980077 0.009950  0.43
H 5.624235 3.632345 -0.736097  0.40
H 7.408383 1.923558 -0.925906  0.37
H 6.919146 -0.432704 -0.354804  0.41
H 4.670321 -1.079853 0.413645  0.42
H 1.699730 -1.247561 -1.467883  0.29
H 1.893698 -3.667127 -1.894469  0.43
H 2.413579 -5.213379 -0.029075  0.36
H 2.710328 -4.321580 2.258660  0.49
H 2.509277 -1.898721 2.684082  0.43
C 0.070215 -0.259436 -5.988077  -0.54
C -1.280474 -0.285880 -5.668703  -0.77
C -1.701690 0.021826 -4.382590  0.10
C -0.766275 0.355461 -3.406619  0.44
C 0.590814 0.378844 -3.733324  -0.70
C 1.007284 0.075422 -5.020288  -0.83
P -1.197832 0.846404 -1.720018  1.88
C -2.865231 0.161792 -1.489214  0.32
C -3.015832 -1.143052 -1.681994  -1.33
C -4.097568 -1.873836 -0.958649  0.17
C -5.348715 -1.051855 -0.846232  -1.05
C -5.256250 0.263850 -0.731897  -0.68
C -3.904067 0.934607 -0.696169  -0.68
C -1.343060 2.632184 -1.690935  -0.05
C -1.653709 3.395182 -2.787143  -0.55
C -1.720307 4.796544 -2.685085  -1.01
C -1.457339 5.391015 -1.485101  -0.75
C -1.113276 4.633583 -0.337749  1.01
C -0.809960 5.279080 0.879264  -0.95
C -0.443556 4.534812 1.958192  -1.01
C -0.374792 3.126086 1.885186  -0.34
C -0.662422 2.440711 0.726423  0.10
C -1.043766 3.213851 -0.428558  0.05
H 0.392391 -0.501787 -6.992722  0.40
H -2.011854 -0.543729 -6.424081  0.42
H -2.755329 -0.001580 -4.139292  0.40
H 1.323976 0.642447 -2.977847  0.51
H 2.061574 0.096798 -5.264158  0.45
H -2.259068 -1.729217 -2.193745  0.38
H -4.293263 -2.852325 -1.398683  0.64
H -6.307279 -1.555317 -0.840068  0.45
H -6.130518 0.890216 -0.615484  0.53
H -3.970811 1.958839 -1.073951  0.67
H -1.844339 2.915749 -3.740832  0.53
H -1.969576 5.392520 -3.553359  0.42
H -1.489645 6.470738 -1.390667  0.41
H -0.869308 6.359898 0.932522  0.38
H -0.203183 5.016952 2.898617  0.43
H -0.091743 2.588496 2.773243  0.26
O -5.455911 2.023620 1.779825  -0.54
S -4.100492 1.515957 1.907618  0.26
N -3.393885 1.023344 0.679511  0.22
Br 0.489580 -6.567968 2.703112  -0.15
C -1.094872 -5.765311 2.071272  -0.01
C -2.268420 -6.512839 2.067785  -0.21
N -3.432293 -6.031190 1.655790  -0.64
C -3.460701 -4.770316 1.225908  -0.17
C -2.334441 -3.960392 1.180462  -0.19
C -1.113717 -4.463274 1.620854  -0.27
C -2.394363 -2.564807 0.672492  -0.14
O -3.651873 -2.133277 0.427434  -0.32
O -1.403628 -1.892915 0.567877  0.45
H -2.253993 -7.538563 2.418922  0.36
H -4.422570 -4.387692 0.909816  0.52
H -0.231204 -3.836138 1.604610  0.47

Force components x, y, z for each atom (eV/Å):
0.1 -1.2 -0.2
0.0 0.2 -0.5
0.1 0.1 0.0
0.0 0.0 0.0
0.0 0.0 0.0
0.0 0.0 0.0
0.0 0.0 0.0
-0.1 0.0 0.1
0.4 0.0 -0.2
0.1 0.1 0.1
0.1 0.0 0.0
0.0 0.0 0.0
0.0 0.0 0.0
0.0 0.0 0.0
0.0 0.0 0.0
0.0 -0.1 0.1
0.0 -0.1 0.1
0.0 0.0 0.0
0.0 0.0 0.0
0.0 0.0 0.0
0.0 0.0 0.0
0.0 0.0 0.0
0.0 0.0 0.0
0.0 0.0 0.0
0.0 0.0 0.0
0.0 0.0 0.0
0.0 0.0 0.0
0.0 0.0 0.0
0.0 0.0 0.0
0.0 0.0 0.0
0.0 0.0 -0.1
0.0 0.0 0.0
0.0 0.0 0.0
0.0 0.0 0.0
0.0 0.0 0.0
0.0 0.0 0.0
0.0 0.0 0.0
0.0 0.0 0.0
0.4 0.0 0.0
0.0 0.0 0.0
0.0 0.0 0.0
-0.6 0.0 0.9
-0.1 0.0 -0.2
0.0 0.0 0.0
0.0 0.0 0.1
0.0 0.0 0.0
0.0 0.0 0.0
0.2 0.0 0.1
0.1 0.1 -0.2
-0.1 0.0 0.0
0.0 0.0 0.0
0.0 0.0 0.0
0.0 0.0 -0.1
0.0 0.0 0.1
0.0 0.0 0.1
0.0 -0.1 -0.2
-0.1 1.1 0.0
0.1 0.2 0.1
0.0 0.0 0.0
0.0 0.0 0.0
0.0 0.0 0.0
0.0 0.0 0.0
0.0 0.0 0.0
0.0 0.0 0.0
0.0 0.0 0.0
0.0 0.0 0.0
0.0 0.0 0.0
-0.1 0.0 -0.1
0.0 0.0 0.0
0.0 0.0 0.0
0.0 0.0 0.0
0.0 0.0 0.0
0.0 0.0 0.0
0.0 -0.1 0.1
0.0 0.0 0.0
0.0 0.1 -0.1
-0.3 0.0 0.2
0.0 0.0 0.0
-0.1 0.0 0.0
0.1 0.0 0.0
0.0 0.1 0.0
0.0 -0.1 0.0
0.0 0.1 0.1
0.0 0.0 0.0
-0.2 -0.3 0.3
-0.3 -0.1 -0.1
0.3 0.4 -0.4
0.0 0.0 0.0
0.0 0.0 0.0
0.0 0.0 0.0

Computed properties:
LUMO energy: -0.43 eV
Net charge: 0
Maximum force: 1.25 eV/Å
Gap between HOMO and LUMO: 6.3 eV
Energy relative to the best compared isomer or geometry (same formula, charge and spin): 251.4 kJ/mol
HOMO level: -6.7423 eV


This record from OMol25 describes an isolated molecule of C5H7OP at a distorted geometry. The level of theory is ωB97M-V/def2-TZVPD.

Last column: Mulliken spin population.
Geometry (Å):
C 0.474586 -0.750767 1.600707  0.29
C 1.482519 -1.195686 2.529529  1.47
C 0.019371 0.698310 1.342815  -0.01
C -1.131832 0.312729 0.420539  0.01
C 0.654191 -1.145490 -1.225006  0.02
O 0.262856 -1.489489 2.813238  0.19
P -0.529551 -1.448657 0.122518  0.02
H -0.470553 1.104861 2.323575  0.00
H 0.856716 1.304546 1.065374  0.01
H -2.031972 0.180635 1.046877  0.00
H -1.399234 0.832158 -0.498227  0.00
H 0.137922 -0.856313 -2.158177  0.00
H 1.393744 -1.969662 -1.401261  0.00
H 1.114632 -0.294502 -0.874369  -0.01

Force components x, y, z for each atom (eV/Å):
0.2 1.0 -2.7
2.3 0.2 -0.9
-1.7 -0.7 3.2
-0.7 -0.8 -0.7
-0.4 -1.5 -1.1
-2.6 -1.0 2.7
-0.1 -0.3 0.8
1.4 -0.3 -1.5
0.2 0.5 -0.6
0.2 0.3 -0.5
0.2 0.4 0.2
0.1 -0.5 0.4
-0.8 0.7 0.2
1.8 2.0 0.3

Computed properties:
LUMO energy (alpha / beta): 0.95 / -1.80 eV
2S+1: 3
Net charge: 0
Maximum force: 3.89 eV/Å
Gap between HOMO and LUMO (alpha / beta): 7.9 / 7.1 eV
Energy relative to the best compared isomer or geometry (same formula, charge and spin): 402.4 kJ/mol
HOMO level (alpha / beta): -6.9372 / -8.9007 eV


This record from OMol25 describes a structure of composition C17H20N6O4SZn. The level of theory is ωB97M-V/def2-TZVPD.

Last column: natural (NBO) charge in e.
Geometry (Å):
Zn -0.129000 -0.047600 -0.354400  1.68
O 3.544600 -1.532800 -0.993600  -0.65
C 2.502100 -1.010700 -0.645100  0.75
O 1.413900 -0.955500 -1.301700  -0.89
C 2.437800 -0.321000 0.728700  0.11
C 3.488600 -0.189900 1.625400  -0.21
C 3.255700 0.483200 2.816300  -0.16
C 1.986900 0.974200 3.096600  -0.21
C 0.983300 0.778800 2.155800  0.11
N 1.243300 0.160800 1.018500  -0.59
C -0.475000 1.217800 2.301700  0.76
O -0.837500 1.774500 3.320500  -0.64
O -1.215500 0.936500 1.294600  -0.91
H 4.453000 -0.603500 1.379300  0.25
H 4.064100 0.617200 3.523600  0.22
H 1.767900 1.497200 4.014200  0.24
S -1.241800 -2.317000 0.418900  -0.33
C -2.839700 -1.846500 0.513500  0.32
N -3.294200 -0.689200 0.973100  -0.60
C -4.736900 -0.613700 0.914700  -0.22
C -5.143300 -2.053600 0.532000  -0.23
N -3.873800 -2.634200 0.131900  -0.60
H -2.655300 0.058700 1.278300  0.47
H -5.050100 0.109700 0.154100  0.19
H -5.145500 -0.296400 1.876200  0.21
H -5.855900 -2.079600 -0.296600  0.20
H -5.572300 -2.596300 1.381500  0.19
H -3.754100 -3.629400 0.052700  0.42
C -3.335400 3.369700 -2.452700  -0.64
C -1.943600 2.899900 -2.235100  0.19
C -0.821300 3.010900 -3.033100  -0.35
C 0.195400 2.309200 -2.373400  0.20
N -0.283600 1.807800 -1.241700  -0.43
N -1.569100 2.177700 -1.170200  -0.33
C 1.614500 2.147100 -2.771500  -0.65
H -3.352900 4.112300 -3.245600  0.23
H -3.750200 3.796700 -1.541500  0.23
H -3.965600 2.534300 -2.761100  0.23
H -0.747300 3.530500 -3.964900  0.23
H -2.071900 1.945500 -0.326200  0.44
H 1.739800 2.405500 -3.819100  0.22
H 1.936000 1.122200 -2.601100  0.26
H 2.241700 2.801600 -2.164400  0.23
C -0.692300 -2.808200 -3.141000  -0.74
C -1.092900 -1.548200 -2.620000  0.45
N -1.410500 -0.553300 -2.146100  -0.50
H -0.299200 -2.690400 -4.148000  0.26
H -1.534800 -3.500900 -3.144800  0.26
H 0.094800 -3.182000 -2.485900  0.30

Force components x, y, z for each atom (eV/Å):
-0.6 -0.4 -0.2
0.3 -0.1 0.1
0.5 0.0 0.3
-0.4 -0.1 -0.4
0.3 -0.2 -0.1
-0.1 0.0 -0.2
-0.1 -0.1 -0.1
-0.2 0.0 -0.1
0.0 0.2 0.3
0.6 0.1 0.7
0.1 0.2 0.4
0.2 0.1 0.3
-0.3 -0.1 -0.6
0.1 0.0 -0.1
0.0 0.0 0.0
-0.1 0.0 0.0
0.7 -0.2 0.2
0.1 -0.1 0.1
-0.1 -0.2 -0.1
-0.3 0.2 0.0
-0.3 0.0 0.1
-0.1 0.1 0.0
0.1 -0.1 0.0
0.0 -0.1 0.0
0.0 -0.1 -0.1
0.0 0.1 0.2
0.0 0.1 -0.1
0.2 0.1 0.0
0.0 -0.1 0.1
0.2 -0.1 -0.1
-0.1 0.0 0.1
-0.3 0.1 0.1
0.3 0.2 0.1
-0.2 0.5 -0.2
0.1 -0.1 0.1
0.0 0.1 0.0
-0.1 0.1 0.0
-0.1 0.0 0.0
0.0 0.1 -0.2
0.0 0.0 0.1
0.1 0.0 0.0
0.1 -0.1 -0.1
0.1 0.0 -0.1
0.3 -0.8 -0.3
-0.4 0.8 0.1
-0.4 0.0 -0.4
0.0 0.0 0.0
0.1 0.0 0.0
0.0 -0.1 0.0

Computed properties:
LUMO energy: 0.30 eV
Net charge: 0
Maximum force: 0.95 eV/Å
Gap between HOMO and LUMO: 9.0 eV
Energy relative to the best compared isomer or geometry (same formula, charge and spin): 37.0 kJ/mol
HOMO level: -8.7260 eV